{"formula": "C28H28AuBBrF4N6O6", "method": "ωB97M-V with the def2-TZVPD basis set", "species": ["Au", "C", "C", "C", "C", "C", "N", "C", "O", "N", "C", "C", "C", "C", "N", "C", "C", "C", "H", "H", "H", "H", "H", "H", "H", "H", "H", "H", "H", "H", "H", "N", "C", "O", "C", "C", "C", "C", "N", "C", "H", "H", "H", "H", "H", "H", "N", "C", "C", "O", "O", "H", "H", "H", "H", "H", "F", "B", "F", "F", "F", "Br", "C", "C", "C", "C", "C", "C", "C", "O", "O", "H", "H", "H", "H"], "positions_angstrom": [[0.391153, -0.491456, 0.932163], [-2.512438, 8.703791, -0.019194], [-2.239653, 7.486282, 0.822932], [-3.001387, 6.326940, 0.671053], [-2.776337, 5.212666, 1.457375], [-1.770525, 5.224829, 2.417832], [-1.576620, 4.056406, 3.193156], [-1.065048, 4.049856, 4.451377], [-0.757084, 5.028559, 5.092896], [-0.930424, 2.786211, 5.058173], [-0.794297, 1.503116, 4.561310], [-1.043071, 0.430677, 5.420113], [-0.877765, -0.863757, 4.979367], [-0.479889, -1.086279, 3.679834], [-0.242266, -0.063459, 2.850227], [-0.375722, 1.206019, 3.262902], [-0.988819, 6.363907, 2.576025], [-1.235288, 7.477816, 1.785876], [-2.503888, 8.464632, -1.085656], [-1.773829, 9.483791, 0.161038], [-3.496855, 9.118342, 0.203068], [-3.791864, 6.297273, -0.069944], [-3.383984, 4.326103, 1.325060], [-1.980689, 3.211825, 2.812125], [-0.786890, 2.897994, 6.050440], [-1.377008, 0.627276, 6.431359], [-1.066570, -1.702528, 5.633690], [-0.338381, -2.080978, 3.282787], [-0.168262, 1.980534, 2.538464], [-0.220743, 6.394561, 3.333931], [-0.630993, 8.365682, 1.931520], [-0.820671, -5.554532, -1.309532], [-2.023652, -4.935503, -1.435408], [-2.912336, -5.339042, -2.150167], [-2.208961, -3.665222, -0.645397], [-3.505942, -3.243330, -0.372502], [-3.707909, -2.066451, 0.324146], [-2.608331, -1.323433, 0.717242], [-1.369839, -1.728425, 0.432395], [-1.158454, -2.866165, -0.236027], [-0.716104, -6.436774, -1.784156], [-0.211059, -5.368371, -0.534109], [-4.331304, -3.849027, -0.723174], [-4.701030, -1.708019, 0.552910], [-2.707890, -0.380071, 1.237975], [-0.127256, -3.098436, -0.469908], [4.922648, -1.908011, -1.257824], [4.154975, -2.559317, -0.206055], [3.494574, -1.498521, 0.666491], [3.909960, -0.268869, 0.408959], [2.655560, -1.745634, 1.506174], [5.770575, -2.403244, -1.490074], [4.566368, -0.400272, -0.333568], [4.363708, -1.767137, -2.092080], [4.814334, -3.138878, 0.441203], [3.367141, -3.227652, -0.557473], [-2.562256, 1.942356, 1.312338], [-1.741300, 2.292214, 0.213485], [-2.410907, 3.085405, -0.689631], [-0.595087, 2.952859, 0.726444], [-1.285389, 1.098007, -0.409030], [0.021920, 5.635688, -1.286400], [0.614627, 3.932852, -1.575313], [1.638990, 3.428698, -0.728202], [1.991914, 2.114920, -0.818199], [1.327686, 1.285814, -1.737646], [0.377753, 1.815104, -2.648522], [0.008630, 3.122526, -2.560451], [1.674364, -0.173771, -1.787700], [2.426012, -0.496197, -2.688361], [1.175502, -0.979371, -0.920748], [2.076694, 4.087466, 0.009309], [2.745063, 1.696864, -0.161513], [-0.078493, 1.157604, -3.375557], [-0.760189, 3.540867, -3.193442]], "forces_ev_per_a": [[0.080, -0.061, -0.028], [-0.025, -0.009, -0.027], [0.035, -0.061, -0.028], [0.067, 0.073, -0.039], [-0.037, -0.039, 0.066], [-0.004, 0.196, 0.019], [0.103, -0.124, 0.123], [-0.044, 0.145, -0.229], [0.019, -0.068, 0.097], [0.013, -0.081, 0.074], [-0.024, 0.046, -0.037], [-0.026, 0.001, 0.034], [-0.019, -0.029, 0.095], [0.060, -0.081, -0.179], [0.044, 0.047, 0.047], [-0.069, 0.006, 0.038], [-0.009, -0.040, 0.044], [-0.018, -0.006, -0.095], [0.012, 0.000, 0.035], [0.000, -0.003, -0.003], [-0.002, 0.014, 0.014], [0.000, -0.001, -0.003], [0.005, 0.052, 0.016], [-0.028, 0.030, 0.027], [-0.007, -0.012, 0.003], [0.012, 0.000, 0.000], [0.008, 0.002, -0.008], [0.006, 0.003, 0.002], [0.037, -0.007, 0.021], [-0.015, 0.007, -0.053], [-0.003, -0.001, 0.001], [0.022, -0.004, -0.019], [-0.018, 0.013, 0.026], [-0.001, 0.004, -0.004], [0.002, 0.010, -0.017], [-0.007, -0.017, 0.011], [0.002, 0.025, 0.011], [-0.009, -0.013, -0.019], [0.035, 0.013, 0.013], [-0.032, -0.011, 0.005], [-0.004, -0.004, -0.001], [-0.004, -0.001, 0.010], [-0.001, 0.004, -0.005], [-0.002, -0.005, -0.002], [0.002, 0.012, -0.012], [-0.004, 0.010, -0.007], [-0.113, 0.043, 0.023], [0.025, 0.056, 0.069], [0.004, -0.158, -0.034], [0.002, -0.019, -0.073], [-0.050, 0.128, 0.003], [-0.002, 0.024, -0.022], [0.049, 0.044, 0.076], [0.018, -0.045, -0.059], [-0.013, -0.013, 0.006], [-0.003, 0.021, -0.011], [0.015, -0.082, -0.014], [0.027, -0.037, 0.060], [0.077, -0.059, -0.090], [-0.033, -0.031, -0.072], [-0.189, 0.033, -0.060], [-0.016, -0.110, -0.028], [-0.098, 0.193, 0.089], [0.105, -0.053, 0.079], [0.088, 0.146, 0.093], [0.004, -0.032, 0.054], [0.006, 0.019, -0.022], [-0.034, -0.023, -0.084], [-0.012, 0.058, -0.255], [0.056, -0.023, 0.027], [-0.040, -0.089, 0.272], [0.015, -0.016, -0.024], [-0.027, 0.002, -0.023], [-0.008, 0.003, 0.001], [-0.006, -0.013, 0.002]], "lowdin_spin": [0.572, 0.000, 0.005, 0.006, 0.001, 0.000, 0.000, 0.000, 0.000, 0.001, 0.003, -0.001, 0.002, 0.005, 0.061, 0.015, 0.001, 0.001, 0.000, 0.000, 0.000, 0.000, 0.000, 0.000, 0.000, 0.000, 0.000, 0.000, 0.004, 0.000, 0.000, 0.000, 0.001, 0.002, 0.006, -0.006, 0.007, 0.009, 0.172, 0.010, 0.000, 0.000, 0.000, 0.001, 0.001, 0.001, 0.000, 0.002, 0.006, 0.004, 0.034, 0.000, 0.000, 0.000, 0.000, 0.000, 0.001, 0.002, 0.001, 0.010, 0.010, 0.219, 0.216, 0.107, 0.028, 0.220, 0.054, 0.045, 0.015, 0.080, 0.064, 0.001, 0.000, 0.000, -0.001], "e_lumo_ev": [-2.89, -6.74], "s2": 2.023, "charge": 1, "multiplicity": 3}

{"formula": "C28H28BCaCl2F4N3S", "method": "ωB97M-V with the def2-TZVPD basis set", "species": ["Ca", "C", "C", "C", "C", "C", "C", "N", "C", "C", "C", "C", "C", "N", "C", "C", "C", "C", "C", "C", "N", "H", "H", "H", "H", "H", "H", "H", "H", "H", "H", "H", "H", "H", "H", "H", "Cl", "C", "C", "C", "C", "C", "Cl", "C", "S", "H", "H", "H", "C", "C", "C", "C", "C", "H", "H", "H", "H", "H", "H", "H", "H", "H", "H", "F", "B", "F", "F", "F"], "positions_angstrom": [[0.114689, -0.052780, -0.858510], [-0.374651, 3.682050, -0.868007], [0.729927, 3.174846, 0.024675], [1.517825, 4.101071, 0.675677], [2.438784, 3.600930, 1.651779], [2.668768, 2.288638, 1.789934], [2.007567, 1.279597, 0.878261], [0.827038, 1.844548, 0.150580], [1.666244, -0.040184, 1.640342], [2.602825, -0.597961, 2.491921], [2.450810, -1.950152, 2.876437], [1.457615, -2.702593, 2.297806], [0.535797, -2.095353, 1.438146], [0.595394, -0.723889, 1.205487], [-0.451152, -2.840192, 0.689925], [-0.625547, -4.231445, 0.882633], [-1.497011, -4.922490, 0.093708], [-2.221187, -4.242099, -0.892315], [-2.034779, -2.881454, -1.027482], [-2.787209, -2.128754, -2.087097], [-1.189754, -2.173349, -0.253468], [-0.142183, 4.694178, -1.204734], [-1.319954, 3.714553, -0.320456], [-0.516577, 3.043596, -1.740806], [1.364107, 5.160153, 0.522990], [2.957105, 4.297685, 2.306775], [3.354280, 1.930289, 2.545368], [3.453091, -0.020661, 2.821305], [3.172174, -2.417792, 3.535941], [1.434165, -3.769236, 2.465783], [-0.045013, -4.752697, 1.628284], [-1.606797, -5.994655, 0.214726], [-2.890086, -4.763268, -1.564228], [-3.374621, -2.815077, -2.697697], [-2.101969, -1.584072, -2.741325], [-3.462829, -1.401547, -1.635094], [-2.720660, 1.133633, -0.856628], [-3.409275, 1.268988, -2.452921], [-4.777461, 1.475614, -2.494697], [-5.421435, 1.589037, -3.714955], [-4.665270, 1.492854, -4.873021], [-3.298541, 1.288772, -4.800630], [-2.449880, 1.193109, -6.324927], [-2.578913, 1.156310, -3.588524], [-0.871566, 0.892270, -3.544849], [-5.326871, 1.545111, -1.564909], [-6.491507, 1.744287, -3.762546], [-5.129377, 1.571738, -5.847386], [5.087203, 1.957540, -0.165934], [4.095842, 1.074194, -0.926272], [3.514964, 1.893687, -2.097572], [4.855168, -0.130759, -1.493894], [2.957450, 0.545338, -0.088194], [5.911333, 2.226338, -0.836503], [5.501524, 1.423250, 0.693690], [4.619821, 2.871072, 0.196432], [4.321717, 2.284292, -2.729339], [2.925800, 2.734362, -1.722612], [2.866274, 1.273394, -2.721997], [5.605246, 0.200969, -2.220522], [4.183658, -0.834228, -1.992104], [5.360963, -0.674172, -0.691546], [2.508860, -0.346000, -0.551257], [1.131883, -4.272059, -2.625365], [1.920377, -3.258670, -2.069407], [2.279840, -3.572007, -0.753692], [3.068064, -3.036035, -2.850036], [1.146396, -2.034372, -2.059940]], "forces_ev_per_a": [[-1.080, -0.679, -1.947], [-0.019, 0.015, -0.019], [0.087, -0.122, -0.015], [0.146, -0.064, 0.028], [-0.046, 0.123, -0.084], [-0.072, -0.137, 0.013], [0.239, -0.573, 0.208], [0.532, 0.340, 0.437], [-0.265, 0.104, 0.147], [-0.060, 0.030, 0.185], [-0.044, 0.058, -0.140], [0.156, 0.092, 0.238], [-0.642, 0.051, -0.217], [0.660, -0.334, 0.557], [0.173, 0.309, 0.192], [-0.041, -0.041, -0.015], [0.029, -0.058, 0.051], [-0.096, -0.020, -0.053], [0.117, 0.149, 0.141], [0.013, 0.001, 0.000], [0.088, -0.245, -0.012], [-0.023, 0.009, 0.011], [-0.006, -0.024, -0.010], [0.017, 0.003, 0.011], [-0.020, 0.013, 0.022], [-0.004, 0.007, 0.009], [0.001, 0.006, 0.004], [0.022, -0.038, 0.009], [0.028, 0.007, -0.009], [-0.033, 0.007, 0.034], [-0.002, 0.001, -0.006], [-0.010, 0.004, 0.005], [-0.002, 0.000, 0.012], [0.005, 0.010, -0.009], [0.007, 0.007, 0.028], [0.000, -0.013, -0.002], [0.037, 0.020, 0.122], [-0.048, -0.013, 0.084], [0.030, 0.004, -0.023], [0.013, -0.009, -0.009], [0.035, -0.005, -0.023], [-0.031, 0.006, -0.068], [-0.015, -0.004, 0.090], [0.111, 0.033, -0.030], [-0.088, -0.064, 0.079], [0.020, -0.013, -0.005], [0.008, 0.004, -0.008], [0.012, 0.006, 0.003], [0.022, 0.005, 0.044], [-0.024, 0.075, -0.051], [-0.091, 0.034, 0.041], [-0.008, -0.045, -0.034], [-0.222, 0.511, -0.392], [0.008, -0.014, 0.023], [-0.007, 0.013, -0.012], [-0.007, -0.004, -0.016], [-0.003, -0.023, 0.008], [0.023, -0.010, -0.005], [0.016, 0.003, -0.001], [0.010, -0.003, 0.030], [0.011, 0.029, -0.008], [-0.006, 0.004, -0.015], [0.315, 0.004, 0.248], [0.072, 0.108, 0.040], [0.069, -0.128, -0.023], [-0.012, 0.060, -0.148], [-0.107, 0.002, 0.058], [0.003, 0.411, 0.195]], "nbo_charge": [1.758, -0.650, 0.270, -0.501, -0.211, -0.238, -0.061, -0.789, 0.286, -0.316, -0.244, -0.222, 0.159, -0.719, 0.139, -0.242, -0.179, -0.333, 0.259, -0.654, -0.590, 0.195, 0.206, 0.234, 0.187, 0.179, 0.181, 0.204, 0.187, 0.195, 0.197, 0.189, 0.193, 0.199, 0.245, 0.214, -0.027, 0.041, -0.271, -0.262, -0.241, -0.050, -0.024, -0.243, -0.452, 0.214, 0.199, 0.210, -0.605, -0.133, -0.604, -0.601, -0.115, 0.183, 0.198, 0.228, 0.185, 0.224, 0.211, 0.182, 0.240, 0.202, 0.155, -0.571, 1.357, -0.569, -0.576, -0.615], "e_lumo_ev": [4.34, 4.34], "charge": -2, "multiplicity": 1}